[1]
This record from the OMol25 dataset describes C4H7N3 in the gas phase. The level of theory is ωB97M-V/def2-TZVPD.

Geometry (Å):
C 0.6328 1.6480 0.6077
C -1.0826 -1.3513 -0.2806
C 0.3479 -1.7721 -0.3533
C 1.0757 -0.7364 0.0520
H 0.3657 3.5018 0.3475
H 1.7546 1.5962 0.7147
H -1.4247 0.6965 -0.4819
H -1.7724 -1.5276 -1.0287
H -1.5930 -1.8291 0.5403
H 0.6735 -2.6004 -1.0811
H 2.1078 -0.6409 -0.0925
N -0.1625 2.6530 0.3209
N 0.1986 0.3438 0.5870
N -1.1213 0.0185 0.1481

SMILES string: [H]/N=C/N1C=CCN1
Energy above the lowest of the compared OMol25 structures with the same formula, charge and spin (kJ/mol): 269.27
Highest occupied orbital energy (Ha): -0.28842
Kohn-Sham gap (eV): 8.8
Spin multiplicity: 1
E_tot (hartree): -320.7807
Strongest force on any atom (hartree/bohr): 0.05814
Net charge: 0

Here are the natural (NBO) charges for atoms 1 to 2, given in e: 0.2700 -0.2771

***

[2]
This record from the OMol25 dataset describes a molecular structure, C48H36AsN4O12PS3Ti. The level of theory is ωB97M-V/def2-TZVPD.

Geometry (Å):
Ti -0.8645 -1.0171 0.6282
O -0.5178 -0.0780 -0.8919
C -0.8640 0.1213 -2.1526
C -0.2339 1.1227 -2.8896
C -0.5476 1.3051 -4.2192
C -1.4864 0.4859 -4.8455
C -2.1334 -0.4882 -4.1093
C -1.8458 -0.6738 -2.7569
C -2.6254 -1.5949 -1.9296
N -2.7112 -1.5628 -0.6146
C -3.6154 -2.5275 -0.2446
C -4.0864 -3.1557 -1.3517
N -3.4550 -2.5489 -2.4208
H 0.4805 1.7482 -2.3698
H -0.0601 2.0935 -4.7801
H -1.7303 0.6299 -5.8902
H -2.8998 -1.0909 -4.5843
H -3.8486 -2.6898 0.7942
H -4.7999 -3.9485 -1.4860
H -3.5021 -2.8548 -3.3754
S -3.1380 2.4221 -1.0347
C -3.0618 3.8078 0.0234
C -4.1680 4.6870 0.1109
C -4.1333 5.8443 0.8599
C -2.9815 6.1942 1.5648
C -1.8973 5.3339 1.5215
C -1.9205 4.1491 0.7870
As -0.3922 2.9091 0.8231
C -0.1945 2.7661 2.7883
C -1.2217 3.0417 3.6850
C -1.0440 2.8518 5.0491
C 0.1619 2.3731 5.5401
C 1.1942 2.0958 4.6561
C 1.0154 2.2957 3.2951
C 0.9270 4.3963 0.6470
C 1.7269 4.9615 1.6344
C 2.5960 6.0099 1.3431
C 2.6827 6.5180 0.0560
C 1.8924 5.9625 -0.9442
C 1.0329 4.9174 -0.6463
H -5.0577 4.4212 -0.4471
H -5.0079 6.4872 0.8957
H -2.9342 7.1113 2.1410
H -1.0027 5.5897 2.0807
H -2.1792 3.3847 3.3139
H -1.8632 3.0565 5.7290
H 0.2902 2.1981 6.6021
H 2.1328 1.6964 5.0237
H 1.8272 2.0785 2.6102
H 1.6738 4.5938 2.6514
H 3.2040 6.4356 2.1342
H 3.3556 7.3380 -0.1676
H 1.9454 6.3489 -1.9560
H 0.4114 4.4954 -1.4316
O 2.1250 1.0406 0.3945
C 1.9111 -0.1068 0.7193
O 0.8097 -0.5284 1.3025
C 3.0315 -1.1172 0.4956
P 2.6447 -2.5287 -0.6232
C 2.6104 -1.6988 -2.2661
C 2.9835 -0.3779 -2.5037
C 2.9541 0.1380 -3.7926
C 2.5289 -0.6449 -4.8548
C 2.0995 -1.9439 -4.6204
C 2.1454 -2.4639 -3.3361
C 4.3167 -3.3173 -0.7372
C 4.3413 -4.6268 -1.2218
C 5.5167 -5.3608 -1.2623
C 6.6995 -4.7988 -0.8007
C 6.6932 -3.5000 -0.3153
C 5.5127 -2.7683 -0.2815
H 3.2715 -1.5761 1.4594
H 3.8774 -0.5433 0.1263
H 3.2665 0.2714 -1.6854
H 3.2600 1.1631 -3.9629
H 2.5085 -0.2360 -5.8575
H 1.7275 -2.5518 -5.4362
H 1.7912 -3.4730 -3.1507
H 3.4125 -5.0811 -1.5504
H 5.5061 -6.3804 -1.6276
H 7.6159 -5.3763 -0.8011
H 7.6109 -3.0545 0.0497
H 5.5349 -1.7609 0.1119
O 0.5174 -3.7637 1.5393
C -0.1034 -3.7743 0.4997
O -0.4482 -2.7609 -0.2377
C -0.4553 -5.1047 -0.1408
C 0.0337 -6.2774 0.4155
C -0.2307 -7.4770 -0.2192
C -0.9844 -7.5630 -1.3717
C -1.4481 -6.3754 -1.8996
C -1.1849 -5.1475 -1.3225
N -2.2650 -6.4372 -3.1366
O -2.6924 -5.3960 -3.5838
O -2.4610 -7.5293 -3.6276
N 0.3168 -8.7350 0.3465
O 0.0212 -9.7761 -0.2068
O 1.0294 -8.6491 1.3206
H 0.6125 -6.2328 1.3273
H -1.1968 -8.5122 -1.8364
H -1.5325 -4.2288 -1.7728
O -3.1142 -1.2349 3.9400
S -2.0255 -0.8176 3.0910
O -1.6981 -1.9811 2.0691
O -0.8183 -0.4108 3.7623
S -2.5624 0.5161 1.6332

Energy above the lowest of the compared OMol25 structures with the same formula, charge and spin (kJ/mol): 33.35
Highest occupied orbital energy (Ha): -0.04773
Kohn-Sham gap (eV): 3.7
Spin multiplicity: 1
E_tot (hartree): -7593.9675
Strongest force on any atom (hartree/bohr): 0.02911
Net charge: -2

Here are the Löwdin charges for atoms 1 to 2, given in e: 0.9209 -0.2128

***

[3]
This record from the OMol25 dataset describes a molecular structure, C2H3FLiO2. The level of theory is ωB97M-V/def2-TZVPD.

Geometry (Å):
C -0.9916 -0.7504 -0.2515
C -1.1476 0.3595 0.4489
H -1.5434 -1.6377 0.0561
H -0.3659 -0.7823 -1.1481
F -0.4304 1.4832 0.1369
H -1.7724 0.5241 1.3245
O 2.7631 -0.0158 0.3215
O 2.0659 -0.4666 -0.7087
Li 1.4222 1.2860 -0.1798

Energy above the lowest of the compared OMol25 structures with the same formula, charge and spin (kJ/mol): 195.86
Highest occupied orbital energy (alpha / beta) (Ha): -0.29034 / -0.27080
Kohn-Sham gap (alpha / beta) (eV): 7.9 / 7.4
⟨S²⟩: 0.76
Spin multiplicity: 2
E_tot (hartree): -335.7675
Strongest force on any atom (hartree/bohr): 0.02612
Net charge: 0

Here are the natural (NBO) charges for atoms 1 to 2, given in e: -0.4410 0.1863

***

[4]
This record from the OMol25 dataset describes a molecular structure, C46H69BrFN2O3Ta. The level of theory is ωB97M-V/def2-TZVPD.

Geometry (Å):
Ta -0.3160 1.4476 -0.6840
C -0.4109 -1.6311 6.2570
C 0.4848 -2.4507 5.3165
C -0.1992 -3.7921 5.0134
C 1.8042 -2.7306 6.0396
C 0.6937 -1.6901 4.0024
C -0.3836 -1.2712 3.2889
C -0.2033 -0.5526 2.0723
N -1.1287 -0.0685 1.2438
C -2.4390 -0.3310 1.2286
C -3.1380 -1.4044 1.8430
C -4.4951 -1.4599 1.7817
C -5.1959 -0.4004 1.1006
C -4.5990 0.6157 0.4173
C -3.1597 0.6304 0.4209
O -2.4967 1.4696 -0.2309
C -5.3702 1.6957 -0.3412
C -5.0377 3.0794 0.2513
C -4.9932 1.6627 -1.8337
C -6.8773 1.4861 -0.2316
C -5.2348 -2.6449 2.4091
C -4.8086 -3.9441 1.7091
C -4.8742 -2.7342 3.8992
C -6.7538 -2.5088 2.2836
C 1.1310 -0.1588 1.6674
O 1.2488 0.6055 0.6904
C 2.2759 -0.6663 2.3824
C 2.0144 -1.4095 3.4917
C 3.6879 -0.3395 1.8921
C 4.7509 -1.0452 2.7350
C 3.8601 -0.7992 0.4312
C 3.9296 1.1782 1.9877
H -0.5434 -2.1635 7.2037
H -1.4023 -1.4600 5.8305
H 0.0375 -0.6571 6.4707
H -0.3506 -4.3592 5.9379
H 0.4099 -4.3963 4.3348
H -1.1769 -3.6399 4.5443
H 1.5941 -3.2371 6.9848
H 2.3462 -1.8073 6.2676
H 2.4613 -3.3830 5.4569
H -1.3822 -1.4223 3.6716
H -2.5764 -2.2120 2.2867
H -6.2760 -0.4387 1.0975
H -3.9732 3.3022 0.1781
H -5.3353 3.1287 1.3033
H -5.5856 3.8545 -0.2935
H -3.9321 1.8478 -1.9944
H -5.5633 2.4305 -2.3659
H -5.2457 0.6915 -2.2722
H -7.2278 1.5466 0.8038
H -7.1877 0.5235 -0.6514
H -7.3817 2.2730 -0.7979
H -3.7326 -4.1136 1.7988
H -5.0568 -3.9111 0.6444
H -5.3244 -4.7997 2.1557
H -3.8074 -2.9318 4.0425
H -5.4309 -3.5474 4.3754
H -5.1186 -1.8019 4.4155
H -7.0744 -2.4625 1.2389
H -7.1275 -1.6191 2.8003
H -7.2304 -3.3805 2.7375
H 2.8565 -1.7929 4.0481
H 4.6303 -2.1342 2.7185
H 4.7407 -0.7078 3.7768
H 5.7367 -0.8147 2.3234
H 3.6549 -1.8706 0.3347
H 4.8940 -0.6240 0.1148
H 3.1982 -0.2584 -0.2465
H 3.8678 1.5115 3.0289
H 3.2036 1.7386 1.3988
H 4.9318 1.4148 1.6142
C 1.6758 -2.3236 -6.9167
C 2.8458 -2.2975 -5.9219
C 3.0737 -3.7121 -5.3723
C 4.1034 -1.8630 -6.6715
C 2.5066 -1.3530 -4.7693
C 1.4167 -1.6404 -3.9528
C 1.1026 -0.7591 -2.9542
Br -0.3473 -1.1748 -1.7753
C 1.7844 0.4356 -2.6853
O 1.3496 1.2487 -1.7281
C 2.9287 0.6916 -3.4434
C 3.2280 -0.2021 -4.4786
C 3.8632 1.9013 -3.2265
C 3.7331 2.8531 -4.4248
C 3.5739 2.6958 -1.9466
C 5.3177 1.4114 -3.1199
H 1.8919 -3.0110 -7.7415
H 1.5011 -1.3275 -7.3337
H 0.7506 -2.6524 -6.4353
H 3.3603 -4.3904 -6.1823
H 2.1701 -4.1149 -4.9055
H 3.8708 -3.7135 -4.6231
H 4.3041 -2.5735 -7.4776
H 4.9793 -1.8437 -6.0158
H 3.9856 -0.8733 -7.1220
H 0.8208 -2.5363 -4.0907
H 4.0866 0.0300 -5.0940
H 2.7048 3.2152 -4.5149
H 4.0018 2.3590 -5.3632
H 4.3915 3.7185 -4.2940
H 2.5900 3.1595 -1.9588
H 4.3286 3.4817 -1.8597
H 3.6311 2.0651 -1.0542
H 5.6796 0.9477 -4.0395
H 5.4164 0.6814 -2.3097
H 5.9730 2.2594 -2.8985
F -1.1539 1.7605 -2.4111
C 1.2418 4.8335 0.9643
C 0.0505 4.5526 0.0524
C 0.2888 5.1668 -1.3322
C -1.2250 5.1344 0.6641
N -0.1173 3.1186 -0.0761
H 1.4401 5.9088 1.0121
H 2.1331 4.3272 0.5796
H 1.0465 4.4670 1.9772
H 0.1481 6.2509 -1.2961
H -0.4116 4.7441 -2.0546
H 1.3064 4.9623 -1.6762
H -1.1083 6.2071 0.8430
H -1.4495 4.6405 1.6141
H -2.0703 4.9790 -0.0123

Highest occupied orbital energy (alpha / beta) (Ha): -0.27859 / -0.28028
Kohn-Sham gap (alpha / beta) (eV): 5.7 / 5.8
Spin multiplicity: 1
E_tot (hartree): -4860.5496
Strongest force on any atom (hartree/bohr): 0.04599
Net charge: 0

Here are the natural (NBO) charges for atoms 1 to 2, given in e: 2.1439 -0.5947